No. 1
A molecular structure, C12H26BaO8 in a non-equilibrium geometry. Source: the OMol25 dataset; level of theory: ωB97M-V with the def2-TZVPD basis set.

Its total energy is -1100.27857 hartree. As for the strongest force on any atom: 3.92 eV/Å.

```
! RIJCOSX wB97M-V def2-TZVPD def2/J DEFGRID3
* xyz 0 1
Ba -21.14471 -15.76276 -3.27660
C -24.70499 -12.88589 -4.91218
C -23.37965 -13.64230 -4.58725
O -23.06971 -14.64152 -5.25838
O -22.84899 -13.52852 -3.48222
H -24.71692 -11.91546 -4.41597
H -25.62237 -13.38208 -4.59545
H -24.67048 -12.74638 -5.99266
C -17.43841 -16.96689 -0.61951
C -18.58119 -16.36600 -1.42220
O -19.75874 -16.55935 -1.12912
O -18.35628 -15.60192 -2.37446
H -16.53540 -16.36021 -0.55166
H -17.37748 -17.83639 -1.27399
H -17.68372 -17.20606 0.41525
C -20.59281 -19.34236 -4.34434
O -20.12121 -18.00450 -4.24044
C -18.89769 -17.72693 -5.06198
C -19.17279 -16.93195 -6.33054
O -19.94050 -15.81826 -5.94821
C -20.18840 -14.91354 -7.00631
H -21.48992 -19.55360 -3.76240
H -19.85402 -19.91901 -3.78777
H -20.67630 -19.71554 -5.36506
H -18.34362 -18.63436 -5.30213
H -18.18804 -17.12041 -4.49929
H -19.81658 -17.52083 -6.98387
H -18.21615 -16.72713 -6.81115
H -20.70469 -13.98846 -6.74985
H -20.80398 -15.44703 -7.73056
H -19.30324 -14.54692 -7.52610
C -22.71364 -15.39679 0.30561
O -22.87505 -15.74659 -0.99440
C -23.37270 -17.09049 -1.19154
C -24.20174 -17.32442 -2.49114
O -23.32454 -17.42535 -3.63834
C -24.08614 -17.94051 -4.80681
H -23.65304 -15.52375 0.84365
H -22.35670 -14.36716 0.32911
H -21.91780 -16.00824 0.73089
H -24.03909 -17.41098 -0.39072
H -22.59201 -17.84844 -1.25585
H -24.99568 -16.60692 -2.69840
H -24.71140 -18.26245 -2.27108
H -24.09111 -19.02960 -4.85100
H -23.60733 -17.64607 -5.74070
H -25.06060 -17.45218 -4.81374
*
```

---

No. 2
A gas-phase ion, C4H12N2O5P (charge -1) in a non-equilibrium geometry. Source: the OMol25 dataset; level of theory: ωB97M-V with the def2-TZVPD basis set.

Its total energy is -986.80929 hartree. Its SMILES is C[C@H](O)[C@](N)([C@H](N)O)[P@](=O)([O-])O. As for the strongest force on any atom: 4.51 eV/Å.

```
! RIJCOSX wB97M-V def2-TZVPD def2/J DEFGRID3
* xyz -1 1
C -0.44609 -1.64231 -1.79484
C 0.05039 -0.18720 -1.40836
O 1.28860 0.20341 -1.99056
C 0.10853 -0.12915 0.13926
N 1.02529 -1.64436 0.58191
C -1.22228 -0.09658 0.79650
N -1.85837 1.13741 0.43006
O -1.17574 -0.30912 2.18483
P 1.19401 1.27739 0.82999
O 2.59985 0.82500 0.57075
O 0.77831 1.46214 2.24072
O 0.77907 2.68920 -0.09993
H -1.52363 -1.55187 -1.70670
H -0.15770 -1.90048 -2.87043
H -0.08237 -2.32872 -0.93353
H -0.62988 0.60403 -1.77635
H 1.85540 -0.32853 -1.43334
H 1.67897 -1.13015 1.11471
H 0.35002 -2.03470 1.20351
H -1.80957 -0.96237 0.49314
H -2.60100 1.34497 1.04777
H -1.15714 1.77430 0.70845
H -0.50400 0.25444 2.54559
H 1.45931 2.67324 -0.87317
*
```

---

No. 3
A molecular structure, C14H21AsF6FeN6S2 in a non-equilibrium geometry. Source: the OMol25 dataset; level of theory: ωB97M-V with the def2-TZVPD basis set.

Its total energy is -5769.55871 hartree. As for the strongest force on any atom: 3.38 eV/Å.

```
! RIJCOSX wB97M-V def2-TZVPD def2/J DEFGRID3
* xyz 1 6
Fe 0.86857 1.36776 -0.38840
C 3.72108 5.24899 3.44210
C 2.45141 5.64810 2.67756
N 2.31141 5.01099 1.33015
C 1.82887 3.79411 1.11425
S 2.04313 3.30155 -0.66444
N 1.23252 3.06884 2.03528
N 1.00772 1.79297 1.57047
C 0.82544 0.83441 2.44660
C 0.41573 1.15741 3.84391
C 0.86300 -0.47691 1.84756
C 0.89810 -1.58523 2.67502
C 1.11958 -2.82177 2.13581
C 1.22905 -2.94240 0.75557
C 1.07525 -1.79454 -0.03165
N 0.97775 -0.57342 0.49808
H 3.64933 5.51172 4.50844
H 4.57319 5.80228 3.05249
H 3.97799 4.20425 3.37603
H 2.52860 6.70740 2.48638
H 1.53842 5.43001 3.22534
H 2.82248 5.40826 0.50167
H 0.19133 2.18787 3.88638
H 1.21676 0.91912 4.55246
H -0.49982 0.54723 4.09326
H 0.71749 -1.47431 3.72269
H 1.16247 -3.66467 2.80474
H 1.36176 -3.91244 0.25166
H 1.02340 -1.80544 -1.10987
F -0.94690 1.64313 -1.00044
As -0.90698 0.89844 -2.80936
F -2.28467 1.69921 -3.29805
F -1.64218 -0.44375 -2.13331
F 0.64037 0.21878 -2.02477
F -0.57798 0.08465 -4.26769
F 0.22507 2.16772 -3.07508
C -0.99942 -4.46669 -2.63343
N -2.31130 -3.83409 -2.72498
C -2.93101 -3.45334 -3.92049
C -4.32714 -2.99505 -3.41488
N -3.98952 -2.59879 -2.04594
C -2.90320 -3.29382 -1.61019
S -2.45578 -3.36753 0.02251
H -0.78864 -5.09501 -3.51870
H -0.98983 -5.07588 -1.73204
H -0.17625 -3.72386 -2.62329
H -2.94783 -4.27276 -4.66324
H -2.38667 -2.64469 -4.37280
H -5.01283 -3.80340 -3.36099
H -4.68554 -2.15733 -4.03449
H -4.73377 -2.37809 -1.39792
*
```

---

No. 4
4 unconnected molecules or ions with the total composition CH9NO2 in a non-equilibrium geometry. Source: the OMol25 dataset; level of theory: ωB97M-V with the def2-TZVPD basis set.

Its total energy is -248.46066 hartree. As for the strongest force on any atom: 4.82 eV/Å.

```
! RIJCOSX wB97M-V def2-TZVPD def2/J DEFGRID3
* xyz 0 1
C 1.03340 -0.17512 -0.58531
N 1.46426 0.65421 0.55936
H -0.06986 -0.71055 -0.58687
H 0.82956 0.37916 -1.42786
H 1.65129 -1.02332 -0.71010
H -0.51480 -1.63622 -0.84882
H 2.40959 0.41297 0.83486
H 0.71495 0.94997 1.18932
H -1.19905 -0.95833 1.66292
O -1.18172 0.01715 1.43214
H -1.47360 0.00456 0.26683
H -1.98211 1.51969 -0.83508
O -1.68189 0.56584 -0.95138
*
```

---

No. 5
9 unconnected molecules or ions with the total composition C32H45F2NO30P in a non-equilibrium geometry. Source: the OMol25 dataset; level of theory: ωB97M-V with the def2-TZVPD basis set.

Its total energy is -4099.20605 hartree. As for the strongest force on any atom: 10.29 eV/Å.

```
! RIJCOSX wB97M-V def2-TZVPD def2/J DEFGRID3
* xyz -1 1
O -4.90932 -4.04133 -1.41844
C -3.60446 -4.16020 -1.16100
O -2.67301 -3.42308 -2.06806
C -2.92054 -4.98622 0.07919
C -2.20939 -4.01777 1.19685
C -0.68668 -3.63615 0.61819
C -0.14326 -2.18051 1.12985
N -0.24132 -0.95626 0.25808
C 0.10511 -1.21058 -1.18821
O 1.20876 -1.80352 -1.65588
F -0.87743 -0.70474 -2.20948
C -1.52571 -0.18402 0.44145
O -1.42821 1.16142 0.62241
F -2.89867 -0.75232 0.43587
C 1.46112 -2.46694 1.48475
O 1.79325 -2.44325 2.91811
P 0.57581 -1.32846 3.54112
O -0.72908 -1.82563 2.45445
H -2.56018 -2.53202 -1.58414
H -3.73034 -5.69290 0.57800
H -2.05843 -5.66289 -0.39204
H -2.09344 -4.67732 2.18423
H -2.83003 -3.07585 1.50692
H -0.59790 -3.82577 -0.53987
H 0.02494 -4.45230 1.12201
H 1.94027 -3.42169 0.97329
H 2.11852 -1.60002 0.99419
H 1.56811 -0.66414 4.38764
H 0.35835 -2.38801 4.52726
H -0.41312 -0.59188 4.33533
H 0.86529 -0.25438 2.62318
C 1.74253 3.10497 -0.19179
C 3.04748 3.73418 0.17451
O 3.29238 3.24046 1.47773
C 2.59225 2.07475 1.59860
O 2.70711 1.29579 2.53011
O 1.74811 1.89426 0.54109
H 1.66151 2.90846 -1.26438
H 0.88439 3.70646 0.12584
H 3.86376 3.41708 -0.48308
H 2.99671 4.82646 0.17666
C 4.93131 -5.82721 1.52358
C 4.60304 -6.24649 2.91980
O 3.20067 -6.07207 2.99075
C 2.72740 -6.13727 1.71191
O 1.54528 -6.19560 1.41715
O 3.74914 -6.12967 0.80668
H 5.78413 -6.37532 1.11380
H 5.12740 -4.75277 1.44469
H 4.83841 -7.29963 3.10637
H 5.10890 -5.63114 3.66887
C 0.82805 0.42957 -6.59819
C -0.42528 0.69071 -5.82750
O 0.02255 1.46356 -4.73011
C 1.18946 2.05907 -5.11395
O 1.76147 2.92773 -4.47682
O 1.63182 1.55657 -6.30361
H 0.64714 0.35296 -7.67385
H 1.34710 -0.47307 -6.25923
H -1.15317 1.27629 -6.39896
H -0.90215 -0.23130 -5.48377
C -4.88134 1.50229 -0.87102
C -5.66663 0.24879 -0.65877
O -6.92388 0.72347 -0.21592
C -7.04925 2.00295 -0.67512
O -8.07828 2.65568 -0.62297
O -5.87370 2.45589 -1.20088
H -4.15273 1.40518 -1.68056
H -4.36371 1.83028 0.03648
H -5.80869 -0.31753 -1.58527
H -5.21260 -0.40473 0.09118
C 8.04773 3.86559 -2.39236
C 7.26243 2.61209 -2.18011
O 6.00519 3.08677 -1.73725
C 5.87982 4.36625 -2.19646
O 4.85079 5.01899 -2.14431
O 7.05536 4.81919 -2.72221
H 8.77633 3.76848 -3.20189
H 8.56535 4.19359 -1.48485
H 7.12037 2.04577 -3.10660
H 7.71647 1.95857 -1.43016
C -7.87490 -3.09903 -3.50356
C -6.53520 -3.51484 -4.01864
O -6.85208 -4.30693 -5.14749
C -8.09034 -3.91775 -5.57047
O -8.60273 -4.27190 -6.61914
O -8.67947 -3.08024 -4.66771
H -7.85201 -2.11266 -3.03220
H -8.29384 -3.82217 -2.79600
H -5.92916 -2.66249 -4.34344
H -5.96877 -4.09453 -3.28462
C 0.58114 1.11274 8.60750
C 1.52540 0.61219 7.56308
O 0.69785 -0.17212 6.72516
C -0.57816 0.28538 6.88692
O -1.52308 -0.04927 6.19208
O -0.65834 1.16647 7.92650
H 0.86068 2.10118 8.98231
H 0.48994 0.42375 9.45369
H 1.96156 1.42328 6.97047
H 2.33230 0.00800 7.98680
C 0.46214 7.91911 -0.36535
C 1.76709 8.54833 0.00095
O 2.01198 8.05460 1.30417
C 1.31186 6.88890 1.42504
O 1.42671 6.10993 2.35655
O 0.46772 6.70841 0.36753
H 0.38112 7.72260 -1.43795
H -0.39601 8.52060 -0.04772
H 2.58336 8.23122 -0.65664
H 1.71632 9.64061 0.00310
*
```

---

No. 6
A molecular structure, C30H64GeNO10P2SSi6Y in a non-equilibrium geometry. Source: the OMol25 dataset; level of theory: ωB97M-V with the def2-TZVPD basis set.

Its total energy is -6922.57251 hartree. As for the strongest force on any atom: 1.04 eV/Å.

```
! RIJCOSX wB97M-V def2-TZVPD def2/J DEFGRID3
* xyz -1 2
Y 0.08972 0.54429 0.67834
C 0.77946 -2.35335 3.42099
Si 2.25788 -1.28853 2.94365
C 3.50212 -1.54212 4.35995
C 3.04469 -2.23209 1.50950
C 1.86896 0.49206 2.53610
Si 1.49910 1.42089 4.11584
C 0.58502 3.05416 3.79440
C 0.57155 0.44999 5.43964
C 3.04837 1.93169 5.10275
Si 3.30390 1.30746 1.73935
C 5.03780 0.86239 2.37369
C 3.30509 3.19078 1.70371
C 3.36281 0.72866 -0.07480
C 4.48077 0.97197 -0.86954
C 4.54411 0.48572 -2.16292
C 3.47265 -0.24152 -2.64736
C 2.38185 -0.41984 -1.81849
N 2.31740 0.03321 -0.56907
H 1.18276 -3.32775 3.72084
H 0.06336 -2.51312 2.61402
H 0.21122 -1.95606 4.25988
H 3.70347 -2.61625 4.43051
H 3.12953 -1.22262 5.33288
H 4.45214 -1.04005 4.18752
H 3.26830 -3.24306 1.86442
H 3.96732 -1.79276 1.12510
H 2.35972 -2.32157 0.66677
H 0.27013 3.20972 2.76006
H 1.24694 3.88604 4.05142
H -0.30020 3.14142 4.42999
H -0.39300 0.03665 5.16286
H 0.40015 1.15592 6.26047
H 1.19689 -0.35201 5.83511
H 3.70077 2.64625 4.60124
H 3.65109 1.06889 5.38677
H 2.69833 2.40674 6.02540
H 5.12902 1.02874 3.44624
H 5.77132 1.50837 1.88103
H 5.31435 -0.17186 2.16615
H 3.40107 3.61762 2.70208
H 2.42895 3.62138 1.22495
H 4.18978 3.49563 1.13413
H 5.30434 1.54670 -0.46509
H 5.41152 0.67834 -2.78256
H 3.44826 -0.64494 -3.65054
H 1.49824 -0.93105 -2.17151
O -3.97410 2.58332 0.36713
P -2.83351 1.51297 0.65100
O -2.44127 0.68657 -0.52182
O -1.61135 2.19735 1.24021
O -3.50528 0.60861 1.80028
P -2.47282 -0.14609 2.83599
O -1.97941 1.07560 3.72701
O -3.13672 -1.15174 3.66267
O -1.34557 -0.57649 1.88828
H -4.85966 2.21694 0.42770
H -1.70914 1.82779 3.17282
C -3.72037 6.26323 -3.50491
C -2.61111 5.36785 -3.02927
C -1.72439 4.78495 -3.93001
C -0.71531 3.94042 -3.49594
C -0.59310 3.67159 -2.14149
C -1.45238 4.25119 -1.22258
C -2.45531 5.09424 -1.67406
S 0.63306 2.51975 -1.61293
O 1.79321 2.73346 -2.43491
O 0.80911 2.72527 -0.15762
O 0.02306 1.17568 -1.71821
H -3.63509 6.47255 -4.57101
H -3.71550 7.21691 -2.97425
H -4.69514 5.80190 -3.33349
H -1.82495 4.99581 -4.98860
H -0.02465 3.49667 -4.20045
H -1.33612 4.03511 -0.16951
H -3.13302 5.53697 -0.95321
C 0.05423 -0.74932 -4.45876
Si -1.54365 -0.93424 -3.47544
C -2.52254 0.66548 -3.57555
C -2.56971 -2.20087 -4.44128
Ge -1.20367 -1.73656 -1.22517
Si 0.22270 -3.73545 -1.34218
C 2.02448 -3.67837 -1.90976
C 0.17638 -4.68318 0.27857
C -0.51582 -4.82261 -2.70458
Si -3.32878 -2.70879 -0.58684
C -3.75104 -4.20894 -1.66256
C -4.70442 -1.45813 -0.87570
C -3.45130 -3.39523 1.14889
H -0.24913 -0.43174 -5.46328
H 0.58312 -1.70068 -4.56342
H 0.73887 -0.00136 -4.06464
H -2.22389 1.18814 -4.49137
H -2.37551 1.32675 -2.72783
H -3.58813 0.43640 -3.65653
H -2.53550 -1.87254 -5.48726
H -3.61573 -2.18411 -4.13030
H -2.22297 -3.23203 -4.40484
H 2.73192 -3.11542 -1.31021
H 2.10823 -3.34460 -2.94579
H 2.33686 -4.73009 -1.88196
H 0.78266 -4.20863 1.05064
H 0.58599 -5.68331 0.09868
H -0.83105 -4.79739 0.67950
H -0.37228 -4.37958 -3.69145
H -1.56140 -5.09847 -2.59791
H 0.08594 -5.73984 -2.67067
H -3.60305 -4.11321 -2.73417
H -4.81889 -4.38381 -1.48470
H -3.22517 -5.10086 -1.31533
H -4.64064 -0.98473 -1.85593
H -4.72023 -0.67543 -0.12168
H -5.64613 -2.01760 -0.81564
H -2.74669 -4.21776 1.29417
H -4.45919 -3.82150 1.23381
H -3.31707 -2.69988 1.97372
*
```